Density functional theory data (ωB97M-V with the def2-TZVPD basis set) for a structure of composition C42H31N6O7PTi at a distorted geometry.

Calculated values
energy = -99732.7795 eV
HOMO energy (alpha / beta) = -6.8 / -7.3 eV
2S+1 = 3
M = 810.6 g mol⁻¹

Element x y z (Å)
Ti  -0.183  0.320  0.220
C  -1.334  5.033  3.397
C  -0.004  4.644  3.510
C  0.533  3.725  2.629
C  -0.239  3.168  1.609
C  -1.571  3.554  1.507
C  -2.109  4.478  2.391
N  0.342  2.201  0.762
C  1.527  2.594  0.124
C  1.926  3.912  -0.097
C  3.139  4.180  -0.718
C  3.977  3.144  -1.134
C  3.580  1.827  -0.946
C  2.345  1.576  -0.374
N  1.823  0.282  -0.147
N  2.697  -0.692  -0.244
C  2.135  -1.864  0.171
C  2.913  -3.034  0.108
C  2.358  -4.214  0.528
C  1.038  -4.215  0.995
C  0.342  -3.027  1.014
N  0.868  -1.852  0.630
H  -1.750  5.760  4.077
H  0.617  5.061  4.289
H  1.571  3.422  2.726
H  -2.218  3.125  0.759
H  -3.145  4.762  2.286
H  1.295  4.727  0.238
H  3.435  5.207  -0.873
H  4.923  3.362  -1.604
H  4.189  0.996  -1.274
H  3.919  -2.959  -0.271
H  2.934  -5.129  0.493
H  0.556  -5.122  1.327
H  -0.685  -2.997  1.341
O  -3.029  2.719  -1.419
C  -1.984  2.099  -1.431
O  -1.737  1.036  -0.748
C  -0.763  2.613  -2.156
C  0.152  1.759  -2.760
C  1.279  2.294  -3.350
C  1.579  3.643  -3.352
C  0.643  4.452  -2.738
C  -0.525  3.986  -2.161
N  0.930  5.914  -2.684
O  1.920  6.302  -3.273
O  0.099  6.617  -2.144
N  2.242  1.362  -4.008
O  1.940  0.176  -4.007
O  3.189  1.871  -4.582
H  -0.002  0.673  -2.781
H  2.484  4.033  -3.793
H  -1.225  4.664  -1.695
O  -1.665  -1.235  0.514
P  -3.046  -0.962  1.091
C  -3.624  -2.358  2.089
C  -2.814  -2.826  3.126
C  -3.231  -3.876  3.920
C  -4.468  -4.468  3.701
C  -5.286  -4.005  2.686
C  -4.864  -2.954  1.880
C  -2.957  0.324  2.335
C  -1.722  0.557  2.924
C  -1.615  1.363  4.048
C  -2.745  1.947  4.590
C  -3.987  1.715  4.015
C  -4.096  0.897  2.905
C  -4.247  -0.685  -0.193
C  -4.337  -1.689  -1.162
C  -5.235  -1.563  -2.206
C  -6.038  -0.433  -2.294
C  -5.929  0.580  -1.357
C  -5.026  0.461  -0.310
H  -1.855  -2.357  3.325
H  -2.595  -4.230  4.719
H  -4.793  -5.287  4.327
H  -6.253  -4.455  2.514
H  -5.512  -2.599  1.093
H  -0.812  0.110  2.525
H  -0.642  1.551  4.481
H  -2.658  2.588  5.454
H  -4.872  2.163  4.438
H  -5.076  0.683  2.508
H  -3.700  -2.563  -1.100
H  -5.304  -2.339  -2.953
H  -6.735  -0.333  -3.114
H  -6.520  1.477  -1.451
H  -4.889  1.289  0.372

Results of the Löwdin charge analysis, in e, for atoms 1 through 4: Ti 1.150; C -0.100; C -0.083; C -0.044